(1)
The following is a quantum chemistry calculation of C21H33N6OsSTe as an isolated structure, from the Open Molecules 2025 dataset.

## Properties
- Max |F|: 1.3 eV/Å
- E_tot: -1904.39759 hartree
- Net charge: +3
- Molecular weight: 719.4 Da
- 2S+1: 5
- Frontier orbital gap (alpha / beta): 6.80 / 4.97 eV
- E_HOMO (alpha / beta): -15.9 / -16.1 eV
- Energy relative to the best compared isomer or geometry (same formula, charge and spin): 0.894 eV

Each line ends with the Mulliken charge.
Positions of all 63 atoms, in Å:
Os1 -1.00 2.69 -0.33  0.6117
C1 1.87 5.37 1.35  -1.8144
C2 1.11 4.28 0.69  0.9921
N1 -0.17 4.32 0.42  -0.0989
N2 -0.90 5.45 0.67  -0.3312
C3 -2.22 5.48 0.38  0.7520
N3 -2.93 6.54 0.70  -0.3559
S1 -2.91 4.13 -0.39  -0.4891
C4 1.78 3.10 0.18  0.5318
C5 3.16 2.87 0.27  -0.6060
C6 3.73 1.81 -0.41  -0.5928
C7 2.91 1.00 -1.18  -0.7432
C8 1.55 1.23 -1.18  -0.2205
N4 0.98 2.23 -0.51  -0.1216
H1 1.25 5.95 2.04  0.5676
H2 2.31 6.05 0.62  0.3773
H3 2.69 4.96 1.93  0.4440
H4 -0.42 6.27 1.02  0.2082
H5 -2.55 7.34 1.20  0.2176
H6 -3.92 6.58 0.48  0.2411
H7 3.78 3.55 0.83  0.3103
H8 4.80 1.65 -0.37  0.5110
H9 3.33 0.22 -1.80  0.4846
H10 0.91 0.59 -1.77  0.6329
C9 -4.86 0.69 0.74  -1.6266
C10 -3.89 0.24 -0.34  1.1001
C11 -3.66 -1.28 -0.28  -1.4657
C12 -4.39 0.68 -1.71  -1.7453
N5 -2.58 0.89 -0.04  -0.3255
N6 -1.61 0.84 -1.08  0.1020
H11 -5.84 0.25 0.56  0.4559
H12 -4.98 1.78 0.71  0.3496
H13 -4.53 0.40 1.73  0.4174
H14 -4.60 -1.80 -0.47  0.4669
H15 -3.31 -1.58 0.70  0.3635
H16 -2.95 -1.60 -1.04  0.3434
H17 -5.45 0.46 -1.77  0.4541
H18 -3.92 0.14 -2.53  0.5025
H19 -4.28 1.75 -1.84  0.3355
H20 -2.22 0.49 0.82  0.3244
H21 -2.13 0.83 -1.97  0.3201
H22 -1.03 -0.01 -1.04  0.0987
C13 3.57 -7.04 -0.77  -1.4262
C14 2.92 -5.80 -0.30  0.6003
C15 1.75 -5.33 -0.92  -0.9880
C16 1.11 -4.18 -0.49  1.1114
C17 -0.14 -3.71 -1.16  -1.7265
C18 1.67 -3.46 0.59  0.2768
Te1 0.74 -1.71 1.23  0.5283
C19 2.82 -3.93 1.25  1.0713
C20 3.33 -3.25 2.48  -1.9015
C21 3.44 -5.07 0.78  -0.8227
H23 3.19 -7.36 -1.74  0.3868
H24 3.38 -7.85 -0.06  0.3582
H25 4.65 -6.93 -0.80  0.4010
H26 1.34 -5.87 -1.76  0.3848
H27 -0.41 -4.33 -2.00  0.4315
H28 0.00 -2.68 -1.52  0.2873
H29 -0.97 -3.72 -0.45  0.4155
H30 3.17 -2.17 2.41  0.3874
H31 4.38 -3.45 2.65  0.3968
H32 2.78 -3.60 3.35  0.3690
H33 4.35 -5.42 1.25  0.4791



(2)
The following is a quantum chemistry calculation of one molecule with the formula C6H11N3S, from the Open Molecules 2025 dataset.

## Properties
- Max |F|: 4.3 eV/Å
- E_tot: -797.49512 hartree
- Molecular weight: 157.2 Da
- Frontier orbital gap (alpha / beta): 9.11 / 9.11 eV
- E_HOMO (alpha / beta): -8.5 / -8.5 eV
- Energy relative to the best compared isomer or geometry (same formula, charge and spin): 4.212 eV
- Structure (SMILES): C=CCN1[C@@H](C)CN=[N+]1[S-]

Each line ends with the Mulliken charge.
Positions of all 21 atoms, in Å:
C1 -1.24 -3.01 -0.35  -0.9852
C2 -0.44 -2.08 0.25  0.1105
C3 -1.10 -0.77 0.65  -0.4920
N1 -0.43 0.29 -0.10  -0.2244
C4 0.88 0.73 0.17  0.3508
C5 1.90 0.32 -0.87  -1.5207
C6 0.79 2.31 0.15  -0.5469
N2 -0.59 2.61 0.31  -0.7367
N3 -1.32 1.68 0.18  0.6367
S1 -2.93 1.53 0.10  -0.3105
H1 -1.00 -3.96 -0.80  0.2819
H2 -2.21 -2.88 -0.64  0.2736
H3 0.58 -2.07 0.60  0.3541
H4 -0.83 -0.58 1.67  0.3448
H5 -2.13 -0.73 0.24  0.3228
H6 1.09 0.44 1.24  0.2888
H7 1.56 0.53 -1.85  0.4081
H8 2.15 -0.68 -0.84  0.4095
H9 2.93 0.82 -0.61  0.3300
H10 1.14 2.63 1.09  0.2704
H11 1.18 2.88 -0.61  0.4343



(3)
The following is a quantum chemistry calculation of an isolated ion of composition C2H8NS and charge +1, from the Open Molecules 2025 dataset.

## Properties
- Max |F|: 4.8 eV/Å
- E_tot: -533.61410 hartree
- Net charge: +1
- Molecular weight: 78.2 Da
- Frontier orbital gap: 10.10 eV
- E_HOMO: -14.0 eV
- Energy relative to the best compared isomer or geometry (same formula, charge and spin): 1.794 eV
- Structure (SMILES): C[NH2+]CS

Each line ends with the Mulliken charge.
Positions of all 12 atoms, in Å:
C1 1.04 1.01 0.05  -0.6910
N1 0.53 -0.41 0.53  -0.3056
C2 -0.54 -0.89 -0.25  -0.5341
S1 -2.25 0.28 0.07  -0.1899
H1 1.57 0.82 -0.85  0.3595
H2 0.02 1.57 -0.16  0.3100
H3 1.76 1.49 0.81  0.3223
H4 0.33 -0.22 1.51  0.3704
H5 1.32 -1.06 0.57  0.3802
H6 -0.04 -0.80 -1.28  0.3849
H7 -0.85 -1.95 0.19  0.3566
H8 -2.89 0.18 -1.20  0.2366



(4)
The following is a quantum chemistry calculation of C4H5NO as an isolated structure, from the Open Molecules 2025 dataset.

## Properties
- Max |F|: 8.4 eV/Å
- E_tot: -285.30693 hartree
- Molecular weight: 83.1 Da
- Frontier orbital gap: 10.03 eV
- E_HOMO: -9.0 eV
- Energy relative to the best compared isomer or geometry (same formula, charge and spin): 2.929 eV

Each line ends with the Mulliken charge.
Positions of all 11 atoms, in Å:
C1 0.82 0.22 -1.45  -0.8415
C2 0.07 -0.08 -0.17  0.5150
C3 -1.33 -0.31 0.07  -0.3794
C4 -0.12 -0.11 1.87  0.1132
H1 0.81 -0.85 -2.00  0.2142
H2 1.80 0.69 -1.09  0.2745
H3 0.34 0.96 -2.18  0.2794
H4 -2.25 -0.73 -0.50  0.2858
H5 0.27 0.37 2.98  0.2560
N1 0.90 0.02 1.03  -0.4914
O1 -1.31 -0.16 1.44  -0.2257



(5)
The following is a quantum chemistry calculation of one molecule with the formula C5H2O, from the Open Molecules 2025 dataset.

## Properties
- Max |F|: 0.9 eV/Å
- E_tot: -266.75411 hartree
- Molecular weight: 78.1 Da
- Frontier orbital gap: 9.52 eV
- E_HOMO: -10.2 eV
- Energy relative to the best compared isomer or geometry (same formula, charge and spin): 1.759 eV
- Structure (SMILES): C#CC#CC=O

Each line ends with the Mulliken charge.
Positions of all 8 atoms, in Å:
C1 1.95 -0.25 0.21  -0.2929
C2 1.38 0.31 -0.69  -0.0321
C3 0.15 0.66 -1.21  -0.0141
C4 -1.06 0.57 -1.04  -0.1619
C5 -1.54 -0.02 0.23  0.2150
O1 -1.79 -1.18 0.41  -0.4125
H1 2.39 -0.80 1.02  0.3746
H2 -1.48 0.71 1.06  0.3239



(6)
The following is a quantum chemistry calculation of one molecule with the formula C4H4O3, from the Open Molecules 2025 dataset.

## Properties
- Max |F|: 1.2 eV/Å
- E_tot: -380.42901 hartree
- Molecular weight: 100.1 Da
- Frontier orbital gap: 10.65 eV
- E_HOMO: -10.2 eV
- Energy relative to the best compared isomer or geometry (same formula, charge and spin): 3.212 eV
- Structure (SMILES): O=CC1(C=O)CO1

Each line ends with the Mulliken charge.
Positions of all 11 atoms, in Å:
O1 0.19 -1.91 -0.99  -0.4017
C1 -0.65 -1.20 -0.51  -0.2369
C2 -0.01 0.03 0.07  0.7641
C3 0.39 0.89 -1.12  -0.1532
O2 -0.52 1.24 -1.84  -0.4493
C4 0.06 0.42 1.47  -0.3717
O3 0.90 -0.58 0.98  -0.4080
H1 -1.69 -1.51 -0.63  0.3913
H2 1.44 1.19 -1.28  0.3634
H3 0.62 1.31 1.71  0.2687
H4 -0.74 0.13 2.15  0.2334